1.
ORCA calculation (ωB97M-V/def2-TZVPD) on a molecular structure, C28H26BaF4N2P at a distorted geometry.

Output
Spin multiplicity: 1
Energy above the lowest of the compared OMol25 structures with the same formula, charge and spin in kcal per mole: 3.19
HOMO-LUMO gap in eV: 7.018
Charge: +1
LUMO in eV: -3.051

Geometry (Å):
1 Ba -0.94 2.06 -0.57
2 C -0.12 5.48 0.89
3 N 0.28 4.10 1.20
4 C 0.05 3.85 2.63
5 C 1.70 3.92 0.86
6 C 2.09 2.44 0.73
7 N 1.45 1.87 -0.44
8 C 2.13 1.48 -1.54
9 C 1.37 1.27 -2.71
10 F 0.01 1.62 -2.62
11 C 1.84 0.77 -3.90
12 F 0.98 0.61 -4.91
13 C 3.18 0.48 -4.04
14 C 3.98 0.71 -2.94
15 F 5.28 0.44 -3.02
16 C 3.50 1.18 -1.73
17 F 4.37 1.32 -0.72
18 H 0.53 6.21 1.40
19 H -1.15 5.66 1.21
20 H -0.04 5.66 -0.18
21 H 0.63 4.54 3.25
22 H 0.35 2.83 2.88
23 H -1.01 3.96 2.86
24 H 2.35 4.39 1.62
25 H 1.89 4.39 -0.10
26 H 1.76 1.89 1.62
27 H 3.18 2.40 0.70
28 H 3.59 0.09 -4.97
29 C -4.87 -3.73 1.96
30 C -3.83 -3.31 2.77
31 C -2.83 -2.48 2.27
32 C -2.86 -2.08 0.94
33 C -3.92 -2.50 0.12
34 C -4.91 -3.33 0.63
35 P -1.61 -0.97 0.17
36 C -1.20 -1.89 -1.35
37 C -0.86 -3.25 -1.31
38 C -0.52 -3.91 -2.48
39 C -0.54 -3.24 -3.70
40 C -0.93 -1.91 -3.75
41 C -1.26 -1.24 -2.57
42 C -0.16 -1.10 1.27
43 C -0.23 -0.35 2.46
44 C 0.82 -0.35 3.36
45 C 1.97 -1.07 3.07
46 C 2.07 -1.77 1.88
47 C 1.02 -1.78 0.98
48 H -5.64 -4.37 2.35
49 H -3.79 -3.62 3.81
50 H -2.03 -2.18 2.92
51 H -3.96 -2.19 -0.91
52 H -5.71 -3.65 -0.01
53 H -0.88 -3.78 -0.37
54 H -0.26 -4.96 -2.45
55 H -0.27 -3.75 -4.61
56 H -0.97 -1.39 -4.69
57 H -1.60 -0.21 -2.63
58 H -1.12 0.23 2.67
59 H 0.75 0.21 4.28
60 H 2.80 -1.08 3.78
61 H 2.98 -2.31 1.64
62 H 1.13 -2.31 0.04

Atomic partial charges in e from the Löwdin method, atoms 1 to 4: Ba 1.8360; C -0.0993; N -0.3763; C -0.0906

=====

2.
ORCA calculation (ωB97M-V/def2-TZVPD) on a molecular structure, C28H26CaN11Se at a distorted geometry.

Output
Spin multiplicity: 1
Energy above the lowest of the compared OMol25 structures with the same formula, charge and spin in kcal per mole: 5.53
HOMO-LUMO gap in eV: 5.645
Charge: +1
LUMO in eV: -3.898

Geometry (Å):
1 Ca -0.50 -0.60 0.10
2 C 0.04 -0.54 -4.41
3 C -0.50 -0.63 -3.13
4 N 0.26 -0.47 -2.06
5 C 1.58 -0.28 -2.23
6 C 2.11 -0.26 -3.52
7 N 1.34 -0.35 -4.59
8 C 2.39 -0.15 -1.00
9 C 3.78 -0.16 -1.01
10 C 4.49 -0.18 0.19
11 C 3.73 -0.20 1.37
12 C 2.34 -0.12 1.30
13 N 1.69 -0.07 0.13
14 C 1.47 -0.14 2.49
15 C 1.96 -0.09 3.80
16 N 1.15 -0.09 4.84
17 C -0.15 -0.19 4.62
18 C -0.65 -0.28 3.32
19 N 0.15 -0.23 2.27
20 C 5.96 -0.17 0.22
21 C 6.72 -0.21 -0.95
22 C 8.10 -0.15 -0.87
23 N 8.76 -0.07 0.27
24 C 8.06 -0.05 1.38
25 C 6.68 -0.09 1.42
26 H -0.57 -0.60 -5.30
27 H -1.55 -0.84 -2.97
28 H 3.17 -0.16 -3.72
29 H 4.30 -0.17 -1.95
30 H 4.21 -0.28 2.33
31 H 3.01 -0.04 4.04
32 H -0.79 -0.19 5.49
33 H -1.71 -0.41 3.12
34 H 6.27 -0.30 -1.93
35 H 8.71 -0.18 -1.77
36 H 8.64 0.00 2.30
37 H 6.19 -0.06 2.39
38 Se 0.16 -3.16 0.28
39 C -1.59 -3.89 0.33
40 C -2.71 -3.14 -0.03
41 C -3.96 -3.75 0.03
42 N -4.14 -4.99 0.43
43 C -3.07 -5.70 0.77
44 C -1.78 -5.21 0.73
45 H -2.62 -2.10 -0.37
46 H -4.86 -3.20 -0.24
47 H -3.27 -6.72 1.09
48 H -0.94 -5.82 1.02
49 C -5.50 2.49 -1.60
50 C -5.30 3.68 -0.66
51 C -5.82 3.40 0.74
52 C -3.81 4.09 -0.58
53 N -2.98 2.94 -0.36
54 C -2.19 2.32 -1.26
55 N -1.73 1.22 -0.70
56 N -2.24 1.19 0.52
57 N -2.98 2.20 0.73
58 H -6.56 2.32 -1.73
59 H -5.07 1.58 -1.19
60 H -5.07 2.68 -2.58
61 H -5.82 4.55 -1.07
62 H -5.26 2.60 1.21
63 H -6.87 3.10 0.70
64 H -5.74 4.29 1.36
65 H -3.66 4.79 0.25
66 H -3.49 4.56 -1.51
67 H -1.97 2.68 -2.24

Atomic partial charges in e from the natural (NBO) method, atoms 1 to 4: Ca 1.6784; C 0.0142; C 0.0178; N -0.4883

=====

3.
ORCA calculation (ωB97M-V/def2-TZVPD) on a molecular structure, C28H26Cl2N2O5S at a distorted geometry.

Output
Spin multiplicity: 1
HOMO-LUMO gap in eV: 4.968
Charge: 0
LUMO in eV: -0.675

Geometry (Å):
1 Cl -9.14 0.68 2.22
2 C -7.48 0.68 1.78
3 C -6.79 -0.54 1.65
4 C -5.43 -0.53 1.31
5 C -4.76 0.68 1.14
6 S -3.04 0.67 0.55
7 C -1.89 0.31 1.88
8 Cl -1.88 -1.32 2.42
9 O -2.96 -0.37 -0.44
10 O -2.73 2.06 0.26
11 C -5.46 1.89 1.20
12 C -6.82 1.89 1.54
13 H -7.32 -1.47 1.79
14 H -4.91 -1.47 1.15
15 H -2.17 0.97 2.71
16 H -4.96 2.82 0.96
17 H -7.37 2.83 1.59
18 C 4.69 1.73 -1.71
19 O 3.70 0.70 -1.91
20 C 2.96 0.70 -3.05
21 C 2.78 1.78 -3.93
22 C 1.88 1.64 -4.98
23 C 1.15 0.46 -5.18
24 C 1.33 -0.61 -4.28
25 O 0.55 -1.72 -4.17
26 C -0.70 -1.73 -4.89
27 C 2.29 -0.50 -3.28
28 N 2.33 -1.52 -2.27
29 C 2.01 -1.35 -0.97
30 C 1.16 -0.25 -0.52
31 C 1.40 0.14 0.88
32 C 0.47 0.52 1.77
33 C 0.85 0.76 3.14
34 C 0.11 1.59 4.03
35 C 0.49 1.73 5.36
36 C 1.63 1.07 5.85
37 C 2.39 0.27 4.99
38 C 2.01 0.13 3.66
39 O 0.34 0.29 -1.27
40 N 2.33 -2.49 -0.33
41 C 2.22 -2.77 1.09
42 C 2.89 -3.38 -1.24
43 C 2.85 -2.79 -2.45
44 H 5.18 1.46 -0.77
45 H 5.43 1.73 -2.53
46 H 4.22 2.71 -1.63
47 H 3.33 2.71 -3.77
48 H 1.73 2.47 -5.67
49 H 0.41 0.37 -5.97
50 H -1.16 -2.67 -4.60
51 H -1.33 -0.88 -4.60
52 H -0.52 -1.72 -5.98
53 H 2.47 0.20 1.11
54 H -0.69 0.64 1.43
55 H -0.76 2.11 3.64
56 H -0.11 2.36 6.02
57 H 1.91 1.16 6.90
58 H 3.28 -0.24 5.35
59 H 2.61 -0.50 3.00
60 H 2.28 -3.86 1.23
61 H 3.04 -2.31 1.65
62 H 1.27 -2.41 1.50
63 H 3.23 -4.35 -0.95
64 H 3.15 -3.12 -3.43

Atomic partial charges in e from the natural (NBO) method, atoms 1 to 4: Cl 0.0084; C -0.0528; C -0.2257; C -0.1835

=====

4.
ORCA calculation (ωB97M-V/def2-TZVPD) on a molecular structure, C28H26Cl5N4OW at a distorted geometry.

Output
Spin multiplicity: 1
HOMO-LUMO gap (alpha / beta) in eV: 5.939 / 6.075
Charge: +1
LUMO (alpha / beta) in eV: -4.350 / -4.168

Geometry (Å):
1 W -0.42 -0.54 -0.22
2 Cl 3.09 0.09 0.71
3 C 2.03 1.44 0.48
4 C 0.67 1.23 0.22
5 C -0.08 2.38 0.03
6 Cl -1.77 2.03 -0.27
7 C 0.40 3.66 0.03
8 Cl -0.64 4.99 -0.28
9 C 1.76 3.84 0.30
10 Cl 2.42 5.42 0.34
11 C 2.57 2.73 0.53
12 Cl 4.24 2.96 0.87
13 N -4.48 -1.30 -0.85
14 C -3.23 -0.92 -1.01
15 O -2.46 -0.92 0.02
16 C -2.69 -0.52 -2.26
17 C -3.50 -0.56 -3.44
18 N -4.17 -0.66 -4.37
19 C -1.34 -0.24 -2.17
20 N -0.53 0.25 -3.21
21 H -4.82 -1.53 0.07
22 H -5.13 -1.28 -1.62
23 C 0.29 -4.55 -4.36
24 C 0.39 -3.37 -3.44
25 C -0.03 -2.08 -3.89
26 C 0.10 -1.01 -3.07
27 C -1.08 0.73 -4.48
28 C 0.89 -1.10 -1.85
29 C 0.80 -2.47 -1.27
30 C 0.69 -3.58 -2.11
31 N 0.56 -2.23 0.05
32 C 0.44 -3.14 1.23
33 C 1.64 -2.91 2.15
34 C 1.48 -3.74 3.43
35 C 1.38 -5.23 3.07
36 C 0.17 -5.44 2.15
37 C -1.11 -5.01 2.88
38 C -1.01 -3.53 3.26
39 C 0.21 -3.30 4.16
40 C -0.85 -2.73 1.96
41 C 0.35 -4.62 0.86
42 H 0.38 -4.24 -5.40
43 H -0.68 -5.04 -4.24
44 H 1.06 -5.28 -4.14
45 H -0.52 -1.99 -4.86
46 H -1.25 -0.06 -5.21
47 H -0.36 1.44 -4.90
48 H -2.01 1.24 -4.30
49 H 1.89 -0.66 -1.88
50 H 0.75 -4.60 -1.75
51 H 1.72 -1.85 2.39
52 H 2.56 -3.20 1.62
53 H 2.35 -3.57 4.07
54 H 1.27 -5.83 3.98
55 H 2.30 -5.55 2.57
56 H 0.10 -6.50 1.88
57 H -1.25 -5.61 3.78
58 H -1.98 -5.18 2.24
59 H -1.92 -3.21 3.77
60 H 0.09 -3.86 5.09
61 H 0.28 -2.24 4.43
62 H -0.81 -1.65 2.19
63 H -1.70 -2.91 1.30
64 H -0.50 -4.79 0.19
65 H 1.26 -4.93 0.36

Atomic partial charges in e from the natural (NBO) method, atoms 1 to 4: W 1.5604; Cl 0.0300; C 0.0425; C -0.4639